{"formula": "C41H24BCrF4N10", "method": "the ωB97M-V functional and the def2-TZVPD basis", "symbols": ["C", "C", "C", "C", "H", "C", "C", "H", "C", "H", "H", "C", "F", "C", "C", "C", "C", "B", "N", "C", "H", "C", "H", "N", "H", "C", "C", "N", "C", "Cr", "C", "N", "H", "N", "H", "C", "H", "N", "F", "C", "C", "H", "C", "H", "F", "H", "H", "C", "C", "F", "N", "N", "H", "C", "N", "C", "C", "C", "H", "C", "C", "C", "H", "C", "H", "H", "C", "C", "H", "C", "C", "N", "H", "C", "C", "C", "H", "H", "C", "C", "H"], "positions_angstrom": [[-2.32761, 2.73896, -1.05107], [-1.51237, 2.34043, 3.94316], [1.89527, -2.70512, -1.77593], [-2.91509, -4.07188, 4.34607], [3.88845, 0.96159, -6.82246], [2.10881, 0.15888, -4.09141], [-4.02956, 2.85915, 0.67045], [-4.51861, 2.43246, 1.53664], [2.49661, -4.02473, -1.57061], [3.99187, -4.25397, -3.09523], [3.66869, -0.87291, -5.14590], [1.30845, 1.29612, -4.00726], [4.17076, 0.97609, -0.60951], [-1.27586, 1.79551, -1.42108], [0.88249, -3.59003, -0.00456], [-1.35909, 4.37570, 2.51344], [3.16095, 1.03801, -6.02412], [3.82776, -0.01617, 0.32768], [2.25486, -1.89506, -2.76412], [-4.41704, 4.07717, 0.13989], [-4.50857, -2.88987, 5.17973], [-2.31244, 0.92662, 0.34510], [-2.25301, 2.82119, 4.57294], [-1.29363, 0.75798, -0.55882], [-5.23171, 4.62600, 0.59629], [0.44741, 1.11288, -2.83306], [-0.15794, 0.47520, 3.31967], [-0.47187, 1.97927, -2.46671], [-0.97656, 3.05372, 2.84576], [0.02341, -0.75405, -0.52526], [1.41744, 2.32254, -4.93065], [-2.68419, 0.10655, 1.29932], [-2.20321, 4.37182, -2.44459], [0.75183, -0.08217, -2.25851], [4.62311, -6.52483, -2.27904], [2.20280, -5.84030, 0.00442], [-1.07127, 5.99292, 1.16651], [0.09128, -3.76303, 1.02523], [4.63815, -1.13757, 0.19368], [-1.09784, 1.06629, 4.19269], [-2.56660, -1.97154, 2.59092], [1.70770, -6.26149, 0.86939], [-1.91637, -4.17120, 3.39762], [3.49820, -7.50995, -0.33190], [3.86870, 0.50403, 1.62021], [2.47366, 2.96216, -6.67968], [1.88568, 1.51985, 0.63823], [1.72416, -0.70631, -2.97042], [3.84113, -5.96491, -1.78162], [2.46027, -0.40447, 0.04215], [1.50778, 2.35268, 0.20863], [0.95273, -2.50440, -0.83271], [0.64006, 4.85000, -0.18867], [-3.57509, -1.87612, 3.54749], [-1.05628, -1.63912, 0.91229], [3.49710, -4.70499, -2.24556], [-3.73673, -2.93331, 4.42107], [2.35605, 2.17829, -5.94185], [-4.09442, 5.57998, -1.36173], [-1.74475, -3.10375, 2.51903], [0.59807, 3.04849, 0.94721], [3.20090, -6.52537, -0.67111], [-2.11067, 4.87972, 3.10885], [-2.11644, -1.06897, 1.55185], [0.79081, 3.20142, -4.85475], [-3.07075, -4.88127, 5.04859], [-0.01980, 2.37976, 2.05919], [3.04690, 0.01100, -5.09882], [2.17407, 2.86839, -0.34100], [-2.71684, 3.95905, -1.58609], [-0.77726, 4.98550, 1.43681], [0.35444, 1.09474, 2.29072], [-1.27723, -5.04211, 3.33329], [0.20023, 4.33834, 0.65963], [-0.81432, -2.86774, 1.43105], [-3.76751, 4.62221, -0.97590], [-1.49372, 0.49283, 5.02075], [0.15909, -0.55227, 3.47547], [-2.97496, 2.19513, 0.05861], [1.86030, -4.58117, -0.46210], [-4.20121, -0.99446, 3.59607]], "atomic_forces_ev_per_a": [[-0.014, -0.013, -0.004], [-0.007, 0.008, 0.006], [-0.009, 0.006, -0.007], [0.000, -0.003, -0.002], [0.001, 0.001, 0.000], [0.003, 0.006, 0.000], [-0.017, 0.007, -0.005], [0.000, -0.001, 0.002], [-0.005, -0.006, 0.005], [0.001, 0.001, 0.001], [0.000, 0.000, 0.000], [0.014, 0.005, 0.000], [-0.007, 0.000, 0.023], [0.011, 0.010, 0.028], [-0.004, -0.003, 0.005], [-0.002, 0.013, 0.003], [-0.001, 0.004, 0.001], [-0.021, -0.044, -0.197], [-0.005, 0.000, -0.004], [0.002, -0.007, 0.005], [0.001, 0.000, 0.001], [-0.004, -0.006, 0.030], [0.000, 0.003, 0.002], [0.035, 0.018, 0.026], [-0.001, 0.001, 0.000], [0.002, -0.015, -0.001], [0.005, 0.019, -0.015], [0.012, 0.009, -0.011], [0.015, 0.003, -0.020], [-0.061, -0.068, -0.116], [-0.003, 0.002, 0.003], [-0.002, 0.009, -0.016], [0.001, 0.001, 0.001], [0.009, 0.013, 0.004], [0.001, 0.000, 0.000], [-0.006, -0.004, -0.001], [-0.002, 0.001, 0.001], [0.010, -0.003, -0.007], [0.006, -0.002, 0.002], [-0.011, -0.026, -0.007], [0.005, 0.009, 0.002], [0.000, 0.000, 0.000], [-0.003, 0.001, 0.005], [0.001, 0.000, 0.001], [-0.009, 0.018, 0.018], [0.000, 0.001, 0.000], [0.002, -0.047, 0.000], [0.014, -0.002, 0.011], [-0.004, 0.000, 0.000], [0.032, 0.023, 0.180], [0.012, 0.031, 0.019], [0.014, 0.036, 0.019], [0.001, -0.004, -0.002], [-0.006, -0.002, 0.005], [-0.011, -0.003, -0.011], [0.001, 0.005, 0.000], [0.002, 0.002, -0.003], [0.002, -0.006, -0.001], [0.000, 0.001, 0.001], [0.004, 0.004, -0.011], [0.000, -0.006, 0.013], [0.003, 0.001, 0.001], [-0.001, -0.002, -0.001], [0.001, -0.005, 0.012], [0.001, 0.001, 0.001], [-0.001, 0.000, 0.000], [-0.021, -0.036, -0.037], [-0.004, -0.002, 0.002], [-0.015, -0.017, -0.036], [-0.002, 0.004, 0.001], [0.000, -0.001, 0.007], [0.008, 0.049, 0.062], [0.000, 0.000, 0.000], [-0.004, 0.011, 0.007], [-0.003, 0.000, 0.009], [0.003, -0.003, -0.006], [0.001, -0.002, 0.002], [0.008, 0.004, 0.008], [0.006, -0.005, -0.011], [0.014, 0.003, -0.003], [-0.002, 0.000, -0.001]], "lowdin_spin": [0.0001, 0.0014, 0.0607, -0.0063, 0.0003, 0.0123, -0.0016, -0.0002, 0.0034, 0.0004, 0.0003, 0.0130, 0.0005, 0.0522, 0.0135, 0.0017, 0.0102, 0.0027, -0.0158, 0.0103, 0.0000, -0.0033, 0.0001, 0.0056, 0.0007, 0.0653, 0.0022, -0.0174, -0.0004, 3.6490, 0.0081, 0.0069, 0.0004, -0.0029, -0.0002, 0.0005, -0.0001, -0.0005, 0.0007, 0.0001, -0.0092, -0.0001, -0.0005, 0.0007, 0.0004, 0.0004, 0.0007, 0.0712, 0.0011, 0.0326, 0.0046, 0.0010, 0.0001, -0.0040, 0.0148, 0.0092, -0.0020, 0.0111, -0.0004, -0.0118, -0.0003, 0.0111, 0.0001, -0.0321, 0.0002, -0.0003, 0.0008, 0.0090, 0.0000, 0.0084, -0.0004, 0.0081, 0.0000, 0.0014, -0.0168, -0.0015, 0.0000, -0.0001, 0.0087, 0.0102, -0.0003], "spin_multiplicity": 5, "lumo_ev": [1.020, 0.857], "homo_lumo_gap_ev": [5.1442, 4.8745], "charge": -1, "relative_energy_ev": 0.020, "total_energy_ev": -97790.62353, "homo_ev": [-4.124, -4.018]}